[1]
The following is a quantum chemistry calculation of C31H35Cl3GeN6O2PSSe3SiTeW as an isolated structure at a distorted geometry, from the Open Molecules 2025 dataset.

Last column: Löwdin charge in e.
Element x y z (Å)
W  -0.16317  0.94503  0.35231  0.6265
Se  -1.96457  2.28493  1.42041  -0.0351
Se  -3.66927  3.67943  1.96221  0.1209
Te  -3.72207  2.65963  -2.23109  0.3946
Se  -1.66937  1.55853  -1.39239  0.1107
N  7.63373  0.23313  -0.28679  0.1148
C  6.38843  -0.20567  0.05641  -0.3212
C  6.03923  -0.37697  1.40341  -0.0204
C  4.79513  -0.86077  1.75131  -0.0780
C  3.88913  -1.17717  0.75551  -0.3406
C  4.22153  -1.04527  -0.58259  -0.0985
C  5.46193  -0.55627  -0.93549  -0.0307
S  2.26453  -1.73097  1.16951  0.6688
O  1.76203  -2.52097  0.07831  -0.2912
O  2.24673  -2.35147  2.45651  -0.2783
N  1.29663  -0.34337  1.13601  -0.2365
C  1.48603  0.47073  2.20781  -0.6259
N  2.37853  0.25443  3.12161  0.1364
C  2.43813  1.10973  4.16951  -0.0520
C  1.58583  2.20163  4.25311  -0.0398
C  0.68733  2.41143  3.23651  -0.0867
N  0.60883  1.54513  2.14231  -0.1849
H  8.21113  0.65163  0.42271  0.0980
H  7.79313  0.52543  -1.23549  0.0979
H  6.75453  -0.12677  2.17181  0.1102
H  4.49343  -0.98537  2.77671  0.1029
H  3.49483  -1.34087  -1.32459  0.0992
H  5.72803  -0.43897  -1.97549  0.1128
H  3.18343  0.87033  4.90841  0.1184
H  1.61873  2.89343  5.07711  0.1089
H  -0.00997  3.24413  3.22581  0.0946
N  -1.29617  -2.06787  0.64771  -0.0822
P  -1.83987  -0.62657  1.35331  0.8771
C  -3.66257  -0.73897  1.37011  -0.3249
C  -4.24967  -1.75787  2.12071  -0.0916
C  -5.62277  -1.89617  2.10891  -0.0799
C  -6.41367  -1.02287  1.37311  -0.0682
C  -5.82927  -0.02277  0.61431  -0.0588
C  -4.45437  0.10793  0.60131  -0.1405
C  -1.38037  -0.81557  3.10311  -0.3465
C  -1.89727  0.08913  4.03941  -0.1140
C  -1.33777  0.15773  5.29971  -0.0779
C  -0.25427  -0.64617  5.63081  -0.0804
C  0.23023  -1.57227  4.72001  -0.0766
C  -0.33027  -1.66207  3.45981  -0.1089
C  -0.72847  -2.02637  -0.63269  -0.3499
C  -0.83457  -3.12377  -1.44539  -0.0120
C  -0.11477  -3.20127  -2.63659  -0.0082
C  0.77343  -2.15317  -2.88219  -0.0715
C  0.79943  -1.07047  -2.06069  -0.1914
N  -0.07537  -0.84077  -0.98489  -0.1089
H  -1.75427  -2.94907  0.85831  0.1229
H  -3.62507  -2.41647  2.71521  0.1085
H  -6.07877  -2.68957  2.68151  0.1038
H  -7.48587  -1.13107  1.39491  0.1042
H  -6.41817  0.66323  0.02781  0.1098
H  -4.02287  0.89873  -0.00449  -0.0508
H  -2.73867  0.72583  3.77731  0.0872
H  -1.73847  0.86063  6.01461  0.1073
H  0.20613  -0.55497  6.60271  0.1037
H  1.06353  -2.21247  4.95891  0.1093
H  0.05943  -2.37727  2.74911  0.0797
H  -1.43167  -3.95487  -1.10149  0.1205
H  -0.18267  -4.06097  -3.27859  0.1145
H  1.46803  -2.18797  -3.70579  0.1166
H  1.55533  -0.30407  -2.24549  0.0555
Cl  0.54333  3.74873  0.03391  0.0270
Ge  1.59193  2.04543  -1.22299  -0.0746
Cl  3.16273  1.88643  0.33191  0.2172
Cl  2.58483  3.23323  -2.74549  0.0878
C  0.15413  1.32603  -5.86769  -0.1834
Si  -1.58147  1.49513  -5.06979  0.4904
C  -2.76767  0.13603  -5.69509  -0.1818
C  -2.25227  3.23713  -5.42869  -0.2361
C  -1.07317  0.90263  -3.27909  -0.5213
H  0.12003  1.52813  -6.93199  0.0221
H  0.55043  0.32213  -5.74169  0.0196
H  0.86363  2.02163  -5.42439  0.0154
H  -2.98657  0.28103  -6.74769  0.0221
H  -3.70997  0.17133  -5.15519  0.0211
H  -2.34687  -0.85947  -5.58739  0.0201
H  -2.01337  3.51383  -6.45169  0.0225
H  -1.84307  3.99603  -4.76729  0.0190
H  -3.33097  3.26863  -5.30699  -0.0130
H  -1.30587  -0.16697  -3.23709  0.0059
H  0.02043  1.01543  -3.24109  -0.0536

Properties
* <S²>: 3.798
* 2S+1: 4
* total charge: 0
* Kohn-Sham gap (alpha / beta): 5.52 / 4.89 eV



[2]
The following is a quantum chemistry calculation of C31H35ClMnN2Si2 as an isolated structure at a distorted geometry, from the Open Molecules 2025 dataset.

Last column: Löwdin charge in e.
Element x y z (Å)
C  1.99098  -2.07770  4.09036  -0.1922
C  2.16350  -2.43352  2.70669  -0.1552
C  2.77430  -1.31916  2.03846  -0.1527
H  1.94459  -3.40379  2.27206  0.1137
C  3.00395  -0.28023  3.00885  -0.1448
C  2.51220  -0.74163  4.27716  -0.1630
H  2.60544  -0.23678  5.23547  0.1116
H  1.62197  -2.72155  4.88100  0.1064
H  3.05975  -1.31150  0.98988  0.1058
H  3.53410  0.65043  2.82668  0.1098
Mn  0.88554  -0.69508  2.86697  0.6626
Si  -2.14698  0.46264  0.47106  0.3310
C  -2.19101  -1.40419  -0.24658  -0.3054
C  -3.32290  -1.87330  -0.91778  -0.1316
H  -4.20719  -1.23305  -1.00356  0.0900
C  -3.34000  -3.15576  -1.48463  -0.0986
H  -4.22476  -3.49359  -2.02961  0.0986
C  -2.22350  -3.99713  -1.35556  -0.1087
H  -2.22379  -4.98101  -1.82743  0.0958
C  -1.13835  -3.58617  -0.58023  -0.0943
H  -0.27010  -4.24082  -0.44027  0.1000
C  -1.19185  -2.33651  0.05129  -0.1717
H  -0.39056  -2.08854  0.76584  0.0586
C  -0.08389  0.92920  0.03161  -0.3641
C  0.91423  -0.08085  -0.33093  -0.2566
H  0.62199  -1.10258  -0.57229  0.0948
C  2.21775  0.39049  -0.81909  -0.2472
H  2.83016  -0.22458  -1.48725  0.1315
C  2.77953  1.48414  -0.09503  -0.1395
H  3.85651  1.63873  -0.08678  0.1121
C  1.92817  2.27685  0.63750  -0.1656
H  2.33762  3.10061  1.23413  0.1139
C  0.54328  2.07578  0.63111  -0.2188
H  -0.08350  2.77070  1.19699  0.0368
H  -1.54750  -0.07048  1.70922  -0.0681
Si  0.76202  1.21126  -1.68161  0.6517
C  1.16761  2.78020  -2.64230  -0.2116
C  1.55678  2.67654  -3.99227  -0.0810
H  1.55352  1.69315  -4.48844  0.1048
C  1.93982  3.82349  -4.70179  -0.0869
H  2.19669  3.75335  -5.76068  0.1002
C  1.96187  5.06622  -4.05368  -0.0949
H  2.27867  5.95878  -4.59609  0.0995
C  1.54701  5.17081  -2.72474  -0.0849
H  1.52398  6.13966  -2.22833  0.1003
C  1.13002  4.03292  -2.02822  -0.0861
H  0.78847  4.11994  -0.99762  0.0946
C  -0.20813  0.23124  -2.96820  -0.2503
C  0.24690  -0.95512  -3.53619  -0.0876
H  1.28383  -1.26143  -3.39535  0.1034
C  -0.65002  -1.76225  -4.24797  -0.0842
H  -0.30169  -2.70150  -4.67551  0.0996
C  -1.98957  -1.38891  -4.37817  -0.0947
H  -2.70670  -2.06205  -4.85606  0.1035
C  -2.41529  -0.15532  -3.87137  -0.0830
H  -3.44635  0.17493  -4.01260  0.1051
C  -1.52783  0.63843  -3.13682  -0.1030
H  -1.87441  1.56144  -2.67438  0.1068
H  -3.58873  0.33618  0.62527  -0.0571
Cl  -2.47893  2.40688  1.54484  0.0865
N  -0.86015  -1.90581  3.33382  -0.0174
C  -1.91154  -1.21895  4.13994  -0.2169
C  -1.25763  -0.17118  5.00462  -0.2004
N  -0.26759  0.59028  4.16874  -0.0088
H  -1.27564  -2.37279  2.52946  0.0766
H  -0.47246  -2.66719  3.89252  0.0918
H  -2.64834  -0.76419  3.46553  0.1088
H  -2.42896  -1.95375  4.76825  0.1206
H  -1.99895  0.52267  5.42030  0.1226
H  -0.72782  -0.63686  5.84355  0.1163
H  -0.75641  1.20540  3.51484  0.0555
H  0.31627  1.19347  4.75137  0.1053

Properties
* <S²>: 8.800
* 2S+1: 6
* total charge: 0
* Kohn-Sham gap (alpha / beta): 5.56 / 7.88 eV
* ΔE to the lowest compared entry with this formula, charge and spin: 5.933 eV



[3]
The following is a quantum chemistry calculation of C31H35CrN10O4PS2 as an isolated structure at a distorted geometry, from the Open Molecules 2025 dataset.

Last column: Löwdin charge in e.
Element x y z (Å)
Cr  -0.04582  0.20856  1.17611  0.6461
S  -7.70004  -0.00474  -0.67058  1.0010
N  -6.51772  0.96392  -0.13586  -0.2181
C  -5.38275  0.31212  -0.29709  -0.3042
C  -4.07710  0.79318  0.07944  -0.0879
C  -3.85880  2.01670  0.72098  0.0162
C  -2.58404  2.37788  1.10760  -0.0417
C  -1.55042  1.46295  0.89610  -0.2550
N  -1.78286  0.31780  0.28858  0.0083
C  -2.98389  -0.05844  -0.16680  -0.1352
C  -3.14046  -1.33531  -0.84813  -0.1539
N  -2.02180  -2.00278  -1.13845  0.1474
C  -2.12918  -3.20109  -1.67018  -0.1125
C  -3.35556  -3.80697  -1.96362  -0.0345
C  -4.51390  -3.10604  -1.71919  0.0025
C  -4.41957  -1.83117  -1.15628  -0.0906
C  -5.55507  -0.98712  -0.87534  -0.3046
N  -6.81418  -1.28157  -1.13012  -0.2163
H  -4.70911  2.65541  0.92555  0.1204
H  -2.39891  3.31610  1.61440  0.1080
H  -0.10807  3.01854  0.07303  0.0935
H  -1.19260  -3.71282  -1.86189  0.1138
H  -3.38107  -4.80135  -2.38736  0.1058
H  -5.49246  -3.51151  -1.94013  0.1175
N  3.24252  0.94690  -0.95752  0.1068
C  2.94963  -0.37155  -1.26093  -0.0783
C  1.62545  -0.53222  -1.05033  -0.1396
N  1.05991  0.64784  -0.59503  0.0044
C  2.07426  1.55772  -0.56829  -0.3134
C  1.92432  2.91054  -0.29165  -0.2851
N  0.72294  3.55079  -0.14301  0.1062
C  0.95902  4.86498  0.21999  -0.0829
C  2.28602  5.06667  0.22690  -0.0857
N  2.90010  3.86634  -0.12711  0.1025
H  4.16434  1.33173  -0.87780  0.1436
H  3.70836  -1.06060  -1.58653  0.1111
H  1.01128  -1.40853  -1.18106  0.1072
H  0.15724  5.55210  0.42139  0.1167
H  2.85503  5.95623  0.42588  0.1118
H  3.84542  3.64136  0.12825  0.1473
C  -1.73709  -1.60474  4.94153  -0.0105
C  -1.95656  -1.94400  3.47469  -0.5878
C  -2.13755  -3.44724  3.28652  -0.0272
C  -3.18619  -1.21451  2.95196  -0.0086
O  -0.79741  -1.41596  2.75838  -0.2092
P  0.39086  -2.28558  2.01450  0.2644
O  -0.13267  -3.10969  0.91223  -0.2511
O  1.33606  -1.15074  1.66732  -0.3626
O  0.96223  -3.12378  3.24793  -0.1593
C  2.15157  -3.96229  3.21036  -0.6099
C  2.79646  -4.05967  1.82896  -0.0392
C  3.12658  -3.33578  4.20270  -0.0300
C  1.70712  -5.34297  3.68117  -0.0290
H  -2.57413  -1.96320  5.54217  0.0942
H  -1.65000  -0.52503  5.05455  0.0700
H  -0.81432  -2.06660  5.29381  0.0899
H  -3.07881  -3.75121  3.74556  0.0936
H  -1.32392  -3.99665  3.75575  0.0789
H  -2.16027  -3.69680  2.22560  0.0810
H  -4.05189  -1.45440  3.56959  0.0975
H  -3.39468  -1.52348  1.92892  0.0791
H  -3.02532  -0.13350  2.97470  0.0916
H  3.09474  -3.07061  1.47821  0.0826
H  2.09368  -4.48029  1.11085  0.0804
H  3.67554  -4.70161  1.88461  0.0900
H  3.30272  -2.29443  3.92622  0.0816
H  4.07060  -3.88208  4.20623  0.0876
H  2.69882  -3.36472  5.20671  0.0804
H  0.98111  -5.75735  2.97984  0.0900
H  1.24235  -5.26937  4.66567  0.0850
H  2.56545  -6.01253  3.74633  0.0871
C  -0.96754  1.78274  7.00106  -0.0362
C  0.11612  1.18212  6.15428  -0.3669
C  1.01188  0.24636  6.65740  -0.0318
C  1.96057  -0.23397  5.77172  -0.1398
N  2.05716  0.18103  4.51555  0.0729
C  1.15719  1.08925  4.11026  -0.7835
S  1.32856  1.78883  2.51844  0.6843
N  0.17946  1.58608  4.88789  0.0934
H  -0.87889  1.46437  8.03885  0.0721
H  -1.94270  1.47649  6.61736  0.0749
H  -0.91956  2.86927  6.94292  0.0801
H  0.95740  -0.09884  7.68087  0.1026
H  2.69428  -0.97271  6.08184  0.0983

Properties
* <S²>: 6.072
* 2S+1: 5
* total charge: 0
* Kohn-Sham gap (alpha / beta): 4.85 / 6.56 eV
* ΔE to the lowest compared entry with this formula, charge and spin: 4.093 eV